This record from the Open Molecules 2025 dataset describes a cluster of 4 separate species, C45H82FNO5 in total. The level of theory is ωB97M-V/def2-TZVPD.

Positions of all 134 atoms, in Å:
C: -2.932 -5.830 3.440
C: -2.874 -5.336 1.994
C: -4.223 -5.165 1.280
C: -5.336 -4.505 2.104
C: -4.895 -3.238 2.838
C: -5.160 -1.959 2.050
C: -4.768 -0.685 2.800
C: -3.290 -0.653 3.221
C: -3.056 -0.385 4.713
C: -3.172 1.112 5.049
C: -1.850 1.851 4.795
C: -1.890 2.756 3.565
C: -0.507 3.295 3.238
N: 0.218 2.312 2.432
C: 1.066 1.371 3.059
O: 2.016 1.648 3.732
C: 0.601 0.014 2.629
C: 0.895 -1.246 3.129
C: 1.802 -1.371 4.335
C: 1.003 -1.118 5.576
O: 0.860 -0.103 6.158
F: 0.351 -2.240 5.983
C: 0.319 -2.345 2.475
C: 0.553 -3.766 2.909
C: -0.512 -2.139 1.360
O: -0.992 -3.230 0.672
C: -0.811 -0.862 0.877
O: -1.563 -0.645 -0.222
C: -2.927 -1.057 -0.169
C: -3.465 -1.089 -1.588
C: -3.318 -2.451 -2.285
C: -0.235 0.204 1.546
C: -0.383 1.672 1.321
O: -0.846 2.239 0.377
H: -2.109 -5.410 4.020
H: -2.832 -6.912 3.503
H: -3.845 -5.541 3.954
H: -2.304 -4.407 1.921
H: -2.300 -6.067 1.420
H: -4.564 -6.137 0.921
H: -4.053 -4.554 0.390
H: -5.742 -5.227 2.813
H: -6.146 -4.254 1.417
H: -5.445 -3.159 3.781
H: -3.844 -3.284 3.116
H: -4.636 -1.977 1.089
H: -6.227 -1.919 1.818
H: -4.964 0.154 2.129
H: -5.432 -0.546 3.656
H: -2.796 0.157 2.676
H: -2.779 -1.565 2.906
H: -2.037 -0.699 4.947
H: -3.743 -0.977 5.319
H: -3.976 1.570 4.468
H: -3.458 1.211 6.096
H: -1.627 2.491 5.650
H: -1.045 1.121 4.709
H: -2.325 2.232 2.712
H: -2.564 3.590 3.776
H: 0.053 3.402 4.167
H: -0.503 4.279 2.774
H: 2.297 -2.335 4.385
H: 2.561 -0.594 4.283
H: 1.174 -4.271 2.167
H: 1.074 -3.815 3.858
H: -0.378 -4.323 2.986
H: -1.645 -3.698 1.206
H: -3.501 -0.351 0.440
H: -3.024 -2.047 0.277
H: -2.918 -0.341 -2.162
H: -4.506 -0.769 -1.593
H: -4.278 -2.886 -2.558
H: -2.739 -2.365 -3.204
H: -2.791 -3.170 -1.658
C: 0.569 0.366 -2.394
C: 1.710 -0.060 -3.313
C: 1.771 0.735 -4.616
C: 0.530 0.603 -5.501
C: 0.181 -0.829 -5.905
C: 1.271 -1.509 -6.728
H: -0.407 0.197 -2.851
H: 0.591 -0.200 -1.466
H: 0.644 1.425 -2.142
H: 1.626 -1.129 -3.530
H: 2.659 0.067 -2.786
H: 2.658 0.430 -5.180
H: 1.916 1.794 -4.380
H: 0.683 1.199 -6.407
H: -0.329 1.047 -4.992
H: -0.743 -0.805 -6.490
H: -0.038 -1.429 -5.018
H: 1.484 -0.934 -7.632
H: 0.960 -2.509 -7.034
H: 2.199 -1.612 -6.165
C: 5.727 5.784 8.120
C: 4.902 4.513 8.302
C: 4.832 3.647 7.046
C: 4.175 4.316 5.838
C: 2.748 4.806 6.076
C: 1.781 3.679 6.428
H: 5.293 6.442 7.365
H: 5.784 6.349 9.051
H: 6.747 5.545 7.812
H: 3.894 4.776 8.633
H: 5.340 3.919 9.108
H: 4.300 2.721 7.283
H: 5.847 3.346 6.766
H: 4.168 3.604 5.008
H: 4.790 5.158 5.506
H: 2.399 5.303 5.166
H: 2.734 5.567 6.862
H: 1.779 2.926 5.638
H: 0.765 4.064 6.544
H: 2.050 3.188 7.365
C: 4.963 1.392 -12.594
C: 4.544 0.911 -11.208
C: 3.402 -0.104 -11.234
C: 2.094 0.417 -11.832
C: 1.525 1.657 -11.144
C: 1.180 1.428 -9.675
H: 4.152 1.916 -13.102
H: 5.806 2.080 -12.529
H: 5.265 0.552 -13.222
H: 4.269 1.770 -10.590
H: 5.405 0.448 -10.718
H: 3.223 -0.462 -10.216
H: 3.720 -0.981 -11.807
H: 1.350 -0.385 -11.788
H: 2.237 0.634 -12.894
H: 0.623 1.965 -11.678
H: 2.228 2.491 -11.228
H: 0.460 0.613 -9.569
H: 0.738 2.323 -9.235
H: 2.065 1.177 -9.088

- Orbital gap: 0.3350 Ha
- HOMO energy: -9.2610 eV
- SMILES string: CCCCCCCCCCCCCN1C(=O)c2c(CC(=O)F)c(C)c(O)c(OCCC)c2C1=O.CCCCCC.CCCCCC.CCCCCC
- LUMO energy: -0.15 eV
- 2S+1: 1